1.
Formula: C24H39INO10S
Source: the Open Molecules 2025 dataset
Level of theory: ωB97M-V/def2-TZVPD

Calculated values
F_max   10.10 eV Å⁻¹
E   -66407.7699 eV
LUMO energy   0.0704 Eh
Net charge   -1
Kohn-Sham gap   7.11 eV

Each line ends with the Mulliken charge.
Positions of all 76 atoms, in Å:
C 3.3627 -4.3089 0.1049  -0.760
C 4.2636 -3.6716 1.3218  0.671
O 5.4083 -3.0600 0.9783  -0.526
O 3.7905 -3.7552 2.7288  -0.398
C 2.6296 -2.8217 2.9115  -0.143
C 3.1944 -1.5028 3.7047  -0.665
C 2.7821 -0.0619 3.0379  -0.701
C 3.0519 0.0050 1.3885  -0.171
C 1.6142 0.0488 0.5332  -1.075
C 1.3079 1.5638 -0.1120  1.806
C 1.3877 2.5565 1.1866  -0.203
C 0.7061 4.0285 1.0383  -0.553
O -0.6373 4.1764 1.2134  -0.540
I 1.7737 5.9271 0.6376  0.061
C -0.2877 1.5093 -0.5900  -1.550
O -1.2087 1.0108 0.4682  -0.229
C -2.6265 1.3036 0.0729  -0.465
C -3.5067 -0.0762 0.1764  0.215
C -2.8698 -1.0763 1.3409  -1.035
C -5.1269 0.1398 0.3034  0.457
C -5.8177 0.3375 -1.2031  -1.020
C -5.5917 1.3597 1.2950  -1.123
O -0.4562 0.5554 -1.7315  -0.466
S -0.0344 1.4746 -3.1050  1.325
O 0.3113 0.6085 -4.3562  -0.706
O -1.2508 2.3750 -3.5502  -0.705
C 1.3669 2.6244 -2.5782  -0.840
C 2.3129 1.9507 -1.3623  0.933
C 2.9725 0.6399 -2.1404  -0.385
C 4.4721 0.2199 -1.6589  -0.272
O 5.4574 0.4664 -2.7639  -0.581
C 3.4184 3.1182 -1.0455  -0.143
O 3.4948 4.2043 -1.8691  -0.737
O 4.4348 3.1296 0.0197  -0.720
H 2.6197 -5.0864 0.5782  0.324
H 4.1003 -4.7688 -0.6872  0.311
H 2.7065 -3.4721 -0.4302  0.143
H 2.0881 -2.5725 1.9011  0.100
H 1.8348 -3.3330 3.6218  0.320
H 2.7696 -1.4945 4.8108  0.304
H 4.3703 -1.6265 3.8058  0.286
H 3.4997 0.7501 3.5389  0.263
H 1.6868 0.2806 3.3265  0.229
H 3.7174 0.9477 1.2225  0.347
H 3.6867 -0.9464 1.1340  0.047
H 0.8293 -0.2348 1.3895  0.518
H 1.5222 -0.8128 -0.2516  0.104
H 0.7706 1.9986 2.0458  0.301
H 2.4575 2.7104 1.6415  0.505
H -0.7338 2.5869 -0.8398  0.806
H -2.7106 1.6827 -1.0463  0.241
H -2.9734 2.1714 0.7771  0.207
H -3.3309 -0.6569 -0.8518  0.110
H -2.0352 -1.7177 0.7815  0.188
H -2.3833 -0.5042 2.2384  0.197
H -3.6530 -1.8735 1.7357  0.339
H -5.5928 -0.8491 0.7312  0.292
H -5.9013 1.4622 -1.5254  0.294
H -5.2724 -0.3139 -2.0332  0.192
H -6.9251 -0.0945 -1.1069  0.255
H -5.6248 2.3946 0.7119  0.240
H -6.6581 1.2216 1.7732  0.306
H -4.7337 1.4830 2.1034  0.266
H 0.8791 3.6387 -2.2455  0.306
H 1.9978 2.8422 -3.5467  0.527
H 3.1116 0.9882 -3.2768  0.371
H 2.2072 -0.2720 -2.2318  0.336
H 4.8358 0.6534 -0.6411  0.138
H 4.4659 -0.9668 -1.5275  0.141
H 5.6222 -0.4432 -3.1986  0.356
C -6.4253 -3.3631 -2.2851  -0.734
C -5.8514 -3.6462 -0.9064  0.459
N -5.3755 -3.8811 0.2374  -0.485
H -5.6142 -3.2065 -3.0016  0.260
H -7.0345 -4.2087 -2.6162  0.324
H -7.0495 -2.4660 -2.2521  0.208

Forces on atoms 1 to 3 (eV/Å):
C -0.328 0.226 0.840
C 4.537 3.016 -1.709
O -7.121 -4.017 2.802

2.
Formula: C24H40As2B2F12Mg2NO27
Source: the Open Molecules 2025 dataset
Level of theory: ωB97M-V/def2-TZVPD

Calculated values
F_max   3.19 eV Å⁻¹
E   -248858.8820 eV
LUMO energy   0.0299 Eh
Net charge   -1
Kohn-Sham gap   7.52 eV

Each line ends with the Mulliken charge.
Positions of all 110 atoms, in Å:
Mg 16.1410 -19.8277 12.9049  0.950
Mg 15.2840 -14.7110 9.7823  1.732
O 11.0992 -15.7031 2.8215  -0.555
C 11.4815 -15.9073 3.9108  0.474
O 11.3595 -15.1758 5.0017  -0.576
B 11.9554 -15.8671 6.1623  1.015
O 12.7275 -16.9795 5.5675  -0.386
C 12.4771 -17.0316 4.2550  0.620
O 12.8545 -17.8791 3.5329  -0.569
O 10.8950 -16.3338 7.0575  -0.538
C 11.2327 -16.0397 8.2956  0.150
O 10.6821 -16.3388 9.2719  -0.563
C 12.5594 -15.2138 8.2373  0.132
O 12.8346 -15.0394 6.9888  -0.354
O 13.2207 -14.8201 9.1465  -0.579
O 16.5007 -24.8301 5.9507  -0.555
C 16.0423 -23.9958 6.6321  0.575
O 16.0362 -23.9114 7.9569  -0.572
B 15.2310 -22.7682 8.3652  1.397
O 14.7742 -22.0922 7.1747  -0.446
C 15.1482 -22.8124 6.1078  0.524
O 14.8944 -22.6305 4.9778  -0.556
O 16.0861 -21.8337 9.1845  -0.647
C 15.6488 -21.7961 10.3749  0.323
O 16.1391 -21.1967 11.2904  -0.871
C 14.4364 -22.7380 10.5174  0.692
O 14.1556 -23.1540 9.3060  -0.597
O 13.8434 -22.9771 11.5089  -0.614
N 15.0612 -17.7779 10.7136  0.028
O 14.4321 -18.4009 9.8862  -0.521
O 15.4436 -18.3476 11.7758  0.000
O 15.2480 -16.5386 10.5901  -0.441
As 19.2519 -18.3120 11.5449  2.105
F 20.4241 -17.2358 10.8455  -0.508
F 18.4980 -16.9748 12.3588  -0.449
F 17.9067 -19.2836 12.2497  -0.551
F 19.9351 -19.7427 10.9183  -0.478
F 20.2281 -18.5493 12.9605  -0.522
F 18.2713 -18.1037 10.1402  -0.385
As 12.3365 -17.5805 15.0230  2.174
F 11.2750 -16.6009 14.0759  -0.522
F 13.3448 -17.8745 13.6106  -0.633
F 13.5228 -18.6212 15.8376  -0.535
F 11.4697 -17.2504 16.4798  -0.528
F 11.3952 -19.0350 14.7898  -0.437
F 13.2992 -16.1574 15.3789  -0.513
C 14.4339 -11.6880 9.1649  -1.139
O 15.2340 -12.8533 9.0187  0.348
C 16.1203 -12.7721 7.8853  -0.856
C 15.8641 -14.0707 7.1216  -0.529
O 15.9119 -15.1879 8.0110  0.930
C 16.4361 -16.3950 7.4085  -0.965
H 13.8178 -11.4623 8.2902  0.413
H 15.0158 -10.8232 9.4942  0.280
H 13.6919 -11.8734 9.9458  0.244
H 17.1456 -12.7511 8.2565  0.090
H 15.9399 -11.9490 7.1983  0.686
H 16.5522 -14.1950 6.2819  0.552
H 14.8842 -14.0195 6.6417  0.076
H 16.5570 -17.2480 8.0665  0.216
H 17.2387 -16.1954 6.6984  0.396
H 15.6155 -16.7066 6.7391  0.184
C 17.7155 -22.5502 13.5715  -0.957
O 17.1529 -21.2410 13.7843  0.754
C 17.3622 -20.8435 15.1739  -0.891
C 16.5374 -19.6598 15.6792  -0.631
O 16.3561 -18.8132 14.5457  0.462
C 16.1959 -17.4377 14.8983  -0.738
H 17.5699 -22.8434 12.5364  0.203
H 17.1829 -23.2622 14.1998  0.281
H 18.7872 -22.4389 13.7488  0.346
H 18.3723 -20.4244 15.0478  0.388
H 17.4575 -21.6799 15.8621  0.477
H 17.1319 -19.2506 16.4965  0.376
H 15.5445 -19.8972 16.0692  0.377
H 17.0640 -17.1210 15.4786  0.521
H 15.2721 -17.2786 15.4524  0.294
H 16.1193 -16.8210 14.0081  -0.232
C 13.6342 -13.6065 12.1397  -1.097
O 14.8858 -13.9309 11.5206  0.646
C 16.0170 -13.4079 12.2147  -0.862
C 17.2267 -14.2638 11.8730  -0.003
O 17.1601 -14.3629 10.4510  -0.351
C 18.4334 -14.7247 9.8585  -0.640
H 13.5128 -12.5702 12.4608  0.326
H 13.4795 -14.2587 12.9883  0.272
H 12.8685 -13.8755 11.4138  0.252
H 15.8941 -13.2500 13.2840  0.547
H 16.1911 -12.4549 11.6938  0.176
H 17.1995 -15.2344 12.3589  -0.423
H 18.0943 -13.7865 12.3397  0.681
H 18.3813 -14.7413 8.7726  0.236
H 18.6531 -15.7612 10.1213  -0.015
H 19.1372 -13.9988 10.2560  0.434
C 7.9620 -20.4654 15.3199  -0.918
O 8.9818 -20.1374 14.4157  -0.100
C 8.4655 -20.0191 13.0910  -0.760
C 9.5502 -19.3145 12.2961  -0.257
O 10.7817 -19.9528 12.4750  -0.235
C 11.6666 -19.6032 11.4458  -0.646
H 7.2136 -19.6691 15.4315  0.349
H 8.4677 -20.4504 16.2921  0.251
H 7.5019 -21.4504 15.1929  0.287
H 7.5362 -19.4442 13.0480  0.394
H 8.3637 -21.0441 12.7013  0.327
H 9.5305 -18.3187 12.7636  0.141
H 9.2434 -19.3456 11.2428  0.434
H 12.6756 -19.9707 11.6459  -0.206
H 11.6902 -18.5356 11.2381  0.387
H 11.4225 -20.1968 10.5522  0.526

Forces on atoms 1 to 3 (eV/Å):
Mg -0.310 0.030 -2.461
Mg -1.207 -1.278 0.238
O -1.293 0.673 -1.604